95
Properties=species:S:1:pos:R:3:forces:R:3:mulliken_spin:R:1 method="wB97M-V/def2-TZVPD" homo_energy_ev="-9.6 / -9.6" multiplicity=4 total_energy_ha=-4393.55427 homo_lumo_gap_ev="7.4851 / 8.0859"
Cr -4.7717 1.1843 0.3576 -1.3053 0.1515 0.6054 3.07
N -5.1550 3.6035 -0.5984 0.5905 1.2200 -0.9254 -0.02
O -5.6644 2.5631 -0.9817 -3.4558 -4.0239 -3.6206 -0.08
O -4.5081 3.2537 0.3884 3.4320 2.2636 4.2801 -0.02
O -5.2284 4.6792 -1.1500 0.0967 -1.2610 1.2760 0.02
N -2.4544 0.4582 -0.8910 -1.5139 0.9590 3.0926 -0.03
O -3.5928 0.0909 -1.1252 -3.2048 -2.7715 -4.2181 0.05
O -2.5887 1.1629 0.1634 2.7490 2.2466 1.4347 0.04
O -1.4510 0.1506 -1.4342 0.9701 -0.0700 -0.5831 0.01
N -7.1138 -0.0973 0.7227 -1.3936 1.0865 3.2133 -0.02
O -6.5691 0.7033 1.4872 1.0095 4.3920 5.0788 -0.06
O -6.3663 -0.1797 -0.1805 2.6788 -3.6239 -8.4732 0.00
O -8.1623 -0.6064 0.9723 -0.3084 -0.7318 -0.7795 0.01
C -3.2674 -3.7557 2.8009 1.5170 -1.5830 1.6388 0.00
C -2.2652 -2.7611 3.4699 -0.3601 -0.8795 -0.4464 0.00
O -2.7243 -1.5263 2.9148 2.2901 -0.5217 2.3395 0.00
C -3.7359 -1.7311 2.1355 -2.0750 3.9123 -2.2855 0.00
O -4.2096 -0.7784 1.5117 0.2475 -2.2656 0.6990 0.00
O -4.1682 -2.9579 2.1493 -1.6027 0.3150 -1.3646 0.00
F -0.9989 -2.9703 3.0695 0.7951 -0.0936 -1.0801 0.00
H -3.7839 -4.4091 3.5040 -0.0551 0.3073 0.2165 0.00
H -2.7698 -4.4352 2.1089 0.2954 0.2719 -0.1773 0.00
H -2.1129 -2.8396 4.5464 -1.1772 0.7983 0.1865 0.00
C 0.1734 1.4828 3.1163 -1.0236 1.1262 1.2288 0.00
C 0.8809 2.5010 3.8350 -1.4187 -1.0044 -1.5170 0.00
C 0.1665 3.6133 4.2979 -1.7037 -0.9809 0.1549 0.00
C -1.2809 3.5967 4.2171 1.5247 1.8066 0.5254 0.00
C -1.9373 2.5933 3.5132 -1.5250 1.2244 0.0757 0.00
C -1.2279 1.5639 2.9813 1.9650 -1.5306 -0.5961 0.00
C -3.4334 2.6730 3.2356 0.5053 -1.8421 -0.1463 0.00
O -3.9772 1.8167 2.5003 0.8334 1.6824 1.1219 0.02
C -4.2030 3.6714 4.0003 -0.5856 0.0992 0.9317 0.00
C -5.5951 3.4795 4.0262 -0.5493 1.6633 0.1775 0.00
C -6.4483 4.4005 4.7059 2.6057 0.6001 0.0422 0.00
C -5.8193 5.4385 5.4897 -0.4464 -1.8713 -2.0033 0.00
C -4.4222 5.5878 5.4714 -0.6945 -0.1659 -0.1076 0.00
C -3.5866 4.6984 4.7668 -0.5876 -0.3495 -0.1485 0.00
C -2.0629 4.8197 4.8364 -2.3427 -4.4634 -2.8275 0.00
O -1.5606 5.7672 5.2670 2.3428 3.3871 1.8180 0.00
H 0.6634 0.5989 2.7354 0.2549 0.1125 -0.0487 0.00
H 1.9436 2.3117 3.8683 0.1818 0.7208 0.4084 0.00
H 0.6340 4.4566 4.7843 0.0664 -0.0201 0.0768 0.00
H -1.7394 0.7644 2.4659 -0.0947 0.1697 -0.1390 0.00
H -5.9632 2.6796 3.4008 -0.3387 -0.0125 0.0509 0.00
H -7.5049 4.4795 4.4964 -0.1357 -0.5485 0.3728 0.00
H -6.5057 6.1181 5.9726 0.3804 0.3122 0.2002 0.00
H -4.0652 6.4848 5.9555 0.6299 -0.2395 0.1866 0.00
C 1.3208 4.1807 -2.6773 1.4483 1.3876 -0.9778 0.00
C 1.3601 2.8398 -2.3807 -1.0660 0.9673 0.4289 0.00
C 2.5521 2.2032 -2.3514 1.0025 -1.9096 0.7451 0.00
C 3.7782 2.7996 -2.5410 -0.1307 1.2287 -1.5036 0.00
C 3.7517 4.1571 -3.0054 0.0891 0.4348 0.2503 0.00
C 2.5218 4.8555 -3.0900 -0.5862 -1.6808 1.1557 0.00
C 5.0381 4.9038 -3.3389 0.1555 1.7512 -0.5131 0.00
O 5.0392 6.1077 -3.6786 0.0740 -3.0570 0.8103 0.00
C 6.3265 4.0952 -3.2221 -1.0396 -1.7799 -0.0877 0.00
C 7.5569 4.5240 -3.6479 -0.5916 3.2049 -0.2685 0.00
C 8.7412 3.8789 -3.4703 -0.3621 -0.2366 0.1971 0.00
C 8.6270 2.6319 -2.9210 2.6435 -0.7897 -0.8083 0.00
C 7.4412 2.0133 -2.6849 0.8352 -0.2575 1.1575 0.00
C 6.3033 2.7428 -2.7895 -2.1864 -0.3848 0.0644 0.00
C 5.0342 1.9740 -2.4835 -0.9687 -0.2656 0.6846 0.00
O 4.9648 0.7784 -2.1796 0.7325 2.0160 -0.6301 0.00
H 0.4018 4.7459 -2.6286 -0.0966 -0.0079 -0.0815 0.00
H 0.4837 2.3083 -2.0402 -0.2058 -0.0144 -0.2393 0.00
H 2.5143 1.1582 -2.0814 0.3597 -0.1837 0.0161 0.00
H 2.4649 5.9027 -3.3481 0.3073 -0.0293 -0.1416 0.00
H 7.5818 5.5342 -4.0291 -0.0362 0.2252 -0.2140 0.00
H 9.6754 4.3623 -3.7154 0.0449 -0.1970 -0.0561 0.00
H 9.5442 2.0680 -2.8352 0.1118 -0.2143 0.4019 0.00
H 7.4936 1.0441 -2.2112 -0.5713 -0.2395 -0.3607 0.00
C 3.0638 -10.0829 -2.9029 -1.2448 1.6943 2.1485 0.00
C 3.1780 -9.4845 -4.1406 0.0242 0.5953 -0.5889 0.00
C 2.8514 -8.1330 -4.3718 -0.7655 -1.0882 0.7158 0.00
C 2.2971 -7.3442 -3.3293 1.0466 0.3587 -2.4049 0.00
C 2.2387 -7.8620 -2.0558 0.7044 -1.5166 1.0910 0.00
C 2.5919 -9.2808 -1.8326 0.1135 2.1918 -0.8628 0.00
C 1.9466 -6.8935 -0.9309 -1.2845 -0.8758 3.4006 0.00
O 2.1237 -7.2154 0.2832 -0.2936 1.0444 -3.8024 0.00
C 1.2297 -5.5580 -1.2731 0.5601 -0.1039 0.0782 0.00
C 0.6562 -4.7343 -0.2743 0.1343 -1.0583 -0.5442 0.00
C 0.0572 -3.5090 -0.5857 -0.1888 -0.9277 -0.1657 0.00
C -0.0400 -3.1106 -1.9032 1.0914 -0.7289 -1.2806 0.00
C 0.5832 -3.8972 -2.9203 -0.7128 0.3377 0.9779 0.00
C 1.1768 -5.1164 -2.6067 0.8935 -0.0249 -0.4738 0.00
C 1.8411 -5.9257 -3.7438 -1.2221 -0.2728 1.1935 0.00
O 1.8273 -5.5302 -4.8901 0.4411 -0.4376 0.7872 0.00
H 3.2847 -11.1242 -2.7204 0.1069 -0.0070 -0.1361 0.00
H 3.5167 -10.1577 -4.9141 0.1094 0.4155 -0.5138 0.00
H 2.8792 -7.7337 -5.3749 0.1431 0.1187 0.0168 0.00
H 2.5494 -9.6118 -0.8054 -0.0574 -0.2080 -0.0132 0.00
H 0.5823 -5.1932 0.7005 0.2864 0.3618 0.3333 0.00
H -0.4464 -2.9062 0.1555 0.1506 -0.0738 0.3060 0.00
H -0.5670 -2.1961 -2.1323 0.0849 0.0723 -0.2161 0.00
H 0.5952 -3.6079 -3.9608 -0.1482 0.1908 -0.0210 0.00